The following is a quantum chemistry calculation of a single C18H21N3O3S molecule, from the Open Molecules 2025 dataset.

Element x y z (Å)
H (0.502, -2.461, -3.616)
C (1.718, 1.659, 2.603)
N (1.554, 2.710, 3.603)
H (-1.972, -3.966, -4.370)
S (-1.412, -1.824, -2.511)
H (-1.931, -1.636, -5.237)
C (1.597, 2.264, 4.920)
H (-0.103, -5.706, -5.288)
C (-0.777, 0.661, -1.607)
C (0.353, -1.129, -0.388)
C (-0.225, 1.620, -0.766)
H (0.721, -2.232, -0.342)
N (-0.290, 3.173, 8.103)
H (-2.958, -3.517, -6.451)
H (-1.411, 0.953, -2.399)
C (-0.496, -0.708, -1.403)
C (-0.051, -4.655, -4.922)
C (-0.227, -1.835, -3.944)
H (-1.519, 5.529, 5.841)
H (-2.280, -5.101, -6.484)
N (-0.208, 3.985, 5.271)
H (0.212, -0.844, -3.932)
H (1.108, 1.870, 7.516)
C (1.224, 2.153, 1.177)
O (2.120, 1.225, 5.212)
O (2.999, 1.134, 2.571)
H (0.217, -4.648, -3.831)
C (-1.021, 4.146, 7.558)
H (3.374, 0.922, 3.469)
C (-1.255, -3.693, -5.158)
H (-1.283, -3.746, -7.244)
H (-0.429, -1.925, -6.103)
H (0.767, -4.207, -5.575)
C (0.469, 2.648, 7.123)
H (0.934, 0.888, 2.805)
C (0.571, 2.969, 5.792)
O (1.299, 3.358, 0.910)
C (0.890, -0.140, 0.428)
H (-1.358, 4.877, 8.262)
H (0.861, 3.407, 3.321)
C (-0.962, -2.192, -5.190)
H (1.597, -0.473, 1.234)
C (-1.023, 4.600, 6.170)
C (0.530, 1.209, 0.337)
H (-0.434, 2.701, -0.957)
C (-1.992, -4.026, -6.506)

Output
- Kohn-Sham gap (eV) = 8.39
- LUMO (eV) = -0.55
- structure (SMILES) = CC(C)CCSc1ccc(C(=O)[C@@H](O)NC(=O)c2cnccn2)cc1
- HOMO level (eV) = -8.9



The following is a quantum chemistry calculation of a molecular structure, C18H21N5O2Os, from the Open Molecules 2025 dataset.

Element x y z (Å)
C (-1.307, 0.116, -1.660)
N (3.010, -1.835, 0.538)
N (-1.537, 1.872, 2.717)
H (5.369, -3.279, -0.968)
C (0.140, -1.853, 0.423)
C (-0.540, 4.907, 0.126)
H (-6.004, -3.417, 0.755)
H (0.891, 5.937, -1.019)
H (3.858, -3.746, -1.841)
C (3.598, -2.284, -0.364)
H (-2.291, 0.010, -1.207)
C (1.354, 0.195, -2.526)
Os (0.541, -0.150, -0.547)
N (-0.716, 0.614, 1.115)
N (-3.260, -2.968, -0.732)
H (4.645, -2.214, -2.219)
H (1.026, 6.118, 0.777)
H (-1.455, 2.641, 4.698)
C (0.618, -0.985, -2.653)
C (-0.480, 1.668, 1.897)
H (-6.391, -3.025, -0.957)
C (-0.695, 1.349, -1.913)
C (0.668, 1.384, -2.175)
N (-1.271, 4.019, 0.298)
O (-0.252, -2.849, 0.846)
H (1.078, -1.870, -3.080)
H (-0.309, 6.965, -0.117)
C (-4.379, -2.871, -0.429)
H (2.415, 0.254, -2.759)
C (0.326, 6.059, -0.075)
C (1.827, 1.039, 0.198)
H (0.380, 2.336, 1.900)
C (-5.780, -2.743, -0.084)
H (1.203, 2.348, -2.150)
C (-1.954, 0.086, 1.476)
H (-1.222, 2.299, -1.764)
H (-1.174, -2.010, -1.905)
C (4.417, -2.908, -1.399)
O (2.498, 1.929, 0.527)
H (-5.975, -1.701, 0.216)
H (-3.381, 0.739, 3.027)
H (-1.001, 3.774, 3.402)
C (-2.454, 0.859, 2.489)
C (-1.680, 2.961, 3.672)
C (-0.653, -1.066, -2.079)
H (-2.396, -0.791, 0.995)
H (-2.711, 3.330, 3.641)

Output
- Kohn-Sham gap (alpha / beta) (eV) = 7.73 / 3.60
- spin multiplicity = 5
- LUMO (alpha / beta) (eV) = -13.95 / -18.15
- HOMO level (alpha / beta) (eV) = -21.7 / -21.8
- total charge = +4



The following is a quantum chemistry calculation of a molecular structure, C18H21N5O2Pd, from the Open Molecules 2025 dataset.

Element x y z (Å)
N (-0.689, 0.300, 1.047)
C (0.585, -2.294, 0.334)
H (-5.453, -4.299, 0.837)
H (-2.009, -0.275, -1.933)
C (0.842, 6.013, -0.146)
C (1.222, 0.853, -2.171)
H (1.464, 5.860, -1.044)
N (-3.484, -2.410, -0.779)
H (1.788, 1.752, -1.928)
C (4.972, -3.273, 0.034)
N (-0.859, 4.028, 0.148)
H (-1.889, 2.318, 4.625)
H (-6.135, -4.071, -0.803)
C (2.338, 0.467, 0.443)
H (-1.217, 3.507, 3.451)
H (1.509, 6.107, 0.726)
C (-0.445, 1.414, 1.714)
H (2.851, -0.332, -2.980)
C (-2.083, 0.359, 2.763)
C (1.063, -1.482, -2.714)
N (4.709, -3.032, 1.154)
C (-4.447, -2.922, -0.378)
O (3.261, 1.032, 0.835)
H (6.320, -4.018, -1.394)
H (1.517, -2.414, -3.046)
Pd (0.766, -0.440, -0.410)
H (-0.135, 2.380, 4.347)
C (5.293, -3.593, -1.368)
H (-0.856, -2.326, -1.930)
H (-2.714, 0.071, 3.590)
C (-1.830, -0.278, 1.565)
H (0.324, 2.138, 1.476)
N (-1.205, 1.451, 2.825)
H (4.550, -4.300, -1.777)
H (-6.369, -2.811, 0.455)
C (-0.186, 0.954, -2.090)
H (0.243, 6.934, -0.254)
C (-0.242, -1.455, -2.177)
C (-0.071, 4.884, 0.024)
C (-5.675, -3.563, 0.055)
H (-0.622, 1.943, -1.896)
H (5.202, -2.684, -1.993)
C (1.804, -0.327, -2.688)
C (-1.117, 2.486, 3.864)
C (-0.927, -0.223, -2.100)
H (-2.388, -1.047, 1.024)
O (0.425, -3.381, 0.663)

Output
- Kohn-Sham gap (alpha / beta) (eV) = 8.39 / 2.51
- spin multiplicity = 5
- LUMO (alpha / beta) (eV) = -12.61 / -18.59
- HOMO level (alpha / beta) (eV) = -21.0 / -21.1
- total charge = +4



The following is a quantum chemistry calculation of a molecular structure, C18H21N5O5PdS2, from the Open Molecules 2025 dataset.

Element x y z (Å)
N (0.180, -2.929, 0.422)
H (-1.360, -4.016, 3.914)
H (-2.292, -0.390, -1.381)
O (3.243, 4.990, -3.328)
C (-0.358, -2.323, -1.850)
C (0.449, -4.895, 1.373)
C (1.546, 2.292, 0.696)
C (-0.327, -4.272, 3.692)
C (0.686, 0.144, -1.349)
O (-1.832, 2.222, 1.286)
O (3.274, 2.601, -3.865)
H (0.676, -5.912, 1.637)
H (-4.949, 1.209, 1.428)
C (0.144, -1.966, -0.619)
N (0.673, 1.549, 1.575)
O (-3.714, 3.365, 1.012)
N (0.682, -0.764, -0.353)
H (0.181, 2.136, 2.247)
H (-0.725, -1.626, -3.854)
C (2.788, 1.741, 0.403)
N (-2.475, -0.246, -0.391)
H (0.215, 0.651, -3.379)
C (0.165, -0.118, -2.621)
H (-0.158, -5.331, 3.866)
C (1.787, 3.872, -1.066)
O (5.179, 3.609, -2.710)
H (3.154, 0.889, 0.968)
Pd (-0.828, 0.644, 0.552)
H (-3.972, 1.111, -0.976)
H (1.203, 0.829, 2.059)
H (1.244, 1.054, -1.172)
C (-3.912, 0.998, 1.180)
H (-3.500, 0.308, 1.921)
H (-0.752, -3.316, -2.015)
C (3.507, 2.235, -0.671)
C (-3.822, 0.361, -0.200)
N (-0.040, -3.989, 2.296)
H (0.324, -3.680, 4.333)
C (-0.346, -1.369, -2.873)
C (-3.140, 2.314, 1.167)
S (-0.829, -1.434, 2.541)
H (-2.485, -1.165, 0.045)
H (1.420, 4.698, -1.660)
H (0.081, 3.801, 0.257)
S (3.762, 3.674, -3.009)
C (2.975, 3.263, -1.442)
H (-4.573, -0.420, -0.334)
C (-0.212, -2.772, 1.729)
C (0.583, -4.247, 0.207)
H (0.966, -4.573, -0.742)
C (1.053, 3.388, 0.010)
H (4.459, 1.806, -0.956)

Output
- Kohn-Sham gap (eV) = 5.98
- LUMO (eV) = -1.70
- HOMO level (eV) = -7.7



The following is a quantum chemistry calculation of a single C18H21NO2 molecule, from the Open Molecules 2025 dataset.

Element x y z (Å)
H (-8.310, -0.048, -1.121)
C (-4.204, -0.078, 0.191)
C (3.071, 0.633, 0.012)
H (-8.475, -1.131, 1.730)
O (2.879, 1.821, 0.070)
H (-8.161, 0.545, 1.282)
C (0.180, 0.992, 0.549)
C (-1.311, -0.322, -1.384)
H (0.758, 1.504, 1.301)
H (-3.617, 1.912, -0.386)
C (-6.504, -0.790, 0.960)
H (-3.880, 0.032, 1.228)
H (-6.125, -0.737, 1.984)
H (0.522, -1.322, -1.889)
H (-6.343, -1.811, 0.603)
C (5.537, 0.839, 0.189)
C (-1.169, 1.260, 0.400)
C (0.781, 0.064, -0.287)
C (4.610, -1.370, 0.160)
H (-8.500, -1.753, -0.705)
H (-9.756, -0.591, -0.277)
H (-5.917, 1.204, 0.409)
C (-3.401, 0.886, -0.691)
C (-8.004, -0.493, 0.978)
H (-1.635, 1.987, 1.048)
C (0.035, -0.599, -1.252)
C (4.420, 0.009, 0.120)
H (7.685, 0.849, 0.345)
H (5.409, 1.910, 0.161)
C (5.909, -1.844, 0.264)
O (2.121, -0.294, -0.177)
H (-3.989, -1.105, -0.114)
N (6.970, -1.059, 0.327)
H (-3.714, 0.766, -1.729)
H (-6.014, 0.083, -0.950)
H (6.112, -2.906, 0.299)
H (3.770, -2.044, 0.112)
C (-8.681, -0.735, -0.365)
H (-1.888, -0.837, -2.138)
C (-5.705, 0.180, 0.092)
C (-1.931, 0.615, -0.566)
C (6.786, 0.249, 0.290)

Output
- Kohn-Sham gap (eV) = 9.01
- LUMO (eV) = 0.03
- structure (SMILES) = CCCCCCc1ccc(OC(=O)c2ccncc2)cc1
- HOMO level (eV) = -9.0



The following is a quantum chemistry calculation of a molecular structure, C18H21NO2S, from the Open Molecules 2025 dataset.

Element x y z (Å)
C (-0.010, 0.709, 1.253)
C (2.242, -0.133, 2.347)
H (2.873, -1.248, 2.597)
H (4.631, 2.675, -0.514)
C (-2.210, 2.277, 0.053)
H (1.469, -1.467, -2.069)
H (6.457, 1.152, -0.488)
C (5.336, -0.401, -1.073)
H (-4.435, -1.772, -1.694)
H (2.328, 1.926, -0.844)
H (6.221, -1.081, -0.865)
H (-3.107, -3.612, -0.660)
H (-5.334, -1.633, -0.020)
H (-5.166, 2.769, -1.455)
C (-3.354, 2.809, -0.207)
H (-3.204, 4.216, -0.383)
C (-4.129, -2.012, -0.640)
N (-1.124, 0.062, 0.769)
H (-1.368, -1.016, 0.725)
H (3.908, -2.326, -1.053)
C (5.473, 0.844, -0.526)
H (1.962, 0.310, 3.348)
C (4.142, -1.053, -0.968)
S (1.215, -1.749, 0.261)
H (-3.699, -3.715, 0.827)
C (2.915, -0.227, -1.046)
H (-4.781, -4.151, -0.750)
H (-1.367, 2.724, 0.558)
C (1.551, -0.729, -0.964)
C (4.442, 1.764, -0.637)
H (0.292, -1.299, 2.522)
C (3.047, 1.241, -0.663)
H (-5.243, 0.343, -0.910)
O (-3.070, -1.113, -0.163)
H (0.864, 0.053, -1.144)
O (0.340, 1.750, 1.164)
C (0.923, -0.847, 1.596)
C (-2.256, 0.898, 0.146)
C (-4.356, 0.673, -0.947)
H (2.748, 0.406, 1.491)
C (-3.259, 0.126, -0.276)
C (-4.408, 2.150, -0.804)
C (-3.853, -3.456, -0.312)

Output
- Kohn-Sham gap (eV) = 8.30
- LUMO (eV) = 0.43
- HOMO level (eV) = -7.9